Record 1
Density functional theory data (ωB97M-V/def2-TZVPD) for the molecule C3H3N3O at a distorted geometry.

XYZ file:
```
10
Properties=species:S:1:pos:R:3
O -2.330 -0.391 -0.033
C -0.936 -0.255 -0.083
C -0.085 0.952 -0.106
N 1.274 0.913 -0.066
C 1.775 -0.362 0.074
N 1.062 -1.457 -0.110
N -0.210 -1.423 -0.051
H -2.750 0.523 0.383
H -0.631 1.922 -0.137
H 2.832 -0.421 0.128
```

Values from the calculation:
spin multiplicity = 1
E_tot = -355.544614 Ha
frontier orbital gap = 8.99 eV
HOMO = -9.086 eV
largest force on an atom = 4.7 eV/A
energy above the lowest of the compared OMol25 structures with the same formula, charge and spin = 250.1 kJ/mol
charge = 0
SMILES = Oc1cncnn1

***

Record 2
Density functional theory data (ωB97M-V/def2-TZVPD) for a structure of composition C3H5NO.

XYZ file:
```
10
Properties=species:S:1:pos:R:3
C -1.198 0.951 0.061
O -0.686 0.497 -1.004
C 0.623 -0.701 -0.689
C 0.873 -0.388 0.722
N 1.800 -1.060 1.096
H -1.966 0.377 0.599
H -1.065 2.006 0.333
H 0.094 0.391 1.167
H 1.388 -0.414 -1.407
H 0.137 -1.658 -0.878
```

Values from the calculation:
spin multiplicity = 1
E_tot = -247.117757 Ha
frontier orbital gap (spin up / spin down) = 8.57 / 8.13 eV
HOMO (spin up / spin down) = -8.947 / -8.431 eV
largest force on an atom = 0.7 eV/A
energy above the lowest of the compared OMol25 structures with the same formula, charge and spin = 497.5 kJ/mol
charge = 0

***

Record 3
Density functional theory data (ωB97M-V/def2-TZVPD) for a cluster of 2 separate species, C2H10N6OP in total at a distorted geometry.

XYZ file:
```
20
Properties=species:S:1:pos:R:3
C 1.136 -1.248 1.110
C -1.779 1.458 -1.014
N 0.233 -1.189 0.180
N 1.119 -2.111 2.147
N 2.140 -0.351 1.099
N -2.803 2.035 -0.391
N -0.561 1.378 -0.309
N 0.440 0.714 -0.811
O -1.791 0.987 -2.132
P 0.497 0.218 -2.358
H 0.419 -2.826 2.231
H 1.899 -2.156 2.779
H 2.229 0.249 0.297
H 2.930 -0.445 1.712
H -2.733 2.472 0.511
H -3.665 2.143 -0.906
H -0.412 1.825 0.590
H -0.525 -1.880 0.181
H -0.438 -0.744 -2.700
H 1.665 -0.528 -2.216
```

Values from the calculation:
spin multiplicity = 1
E_tot = -827.052713 Ha
frontier orbital gap (spin up / spin down) = 7.77 / 7.77 eV
HOMO (spin up / spin down) = -12.774 / -12.773 eV
largest force on an atom = 2.3 eV/A
energy above the lowest of the compared OMol25 structures with the same formula, charge and spin = 126.2 kJ/mol
charge = +1

***

Record 4
Density functional theory data (ωB97M-V/def2-TZVPD) for a structure of composition C26H42CsN6O7S3 at a distorted geometry.

XYZ file:
```
85
Properties=species:S:1:pos:R:3
Cs -1.161 0.186 0.150
C 3.736 0.200 2.410
C 3.132 0.869 1.209
N 2.513 1.990 1.210
N 2.197 2.481 2.455
C 1.660 3.729 2.580
N 0.840 3.818 3.663
S 2.006 5.019 1.608
C 3.198 0.200 -0.120
C 4.251 -0.643 -0.486
C 4.213 -1.257 -1.726
C 3.132 -1.017 -2.560
C 2.135 -0.159 -2.113
N 2.157 0.431 -0.925
H 3.900 0.920 3.210
H 4.697 -0.248 2.162
H 3.097 -0.594 2.803
H 1.801 1.777 3.070
H 0.358 2.986 3.973
H 0.369 4.697 3.761
H 5.085 -0.807 0.180
H 5.016 -1.914 -2.035
H 3.053 -1.482 -3.534
H 1.267 0.063 -2.728
N -2.818 -2.890 2.243
C -2.993 -3.199 0.921
N -3.605 -4.415 0.658
O -2.714 -2.421 0.021
H -2.756 -3.659 2.891
H -2.108 -2.179 2.401
H -3.381 -5.173 1.284
H -3.529 -4.660 -0.314
C -3.561 6.842 -4.803
C -3.163 5.641 -3.992
C -2.122 5.711 -3.074
C -1.763 4.620 -2.289
C -0.647 4.730 -1.290
C -2.461 3.423 -2.446
C -3.498 3.323 -3.368
C -4.240 2.024 -3.522
C -3.840 4.436 -4.127
C -2.079 2.233 -1.587
O -1.388 1.333 -2.126
O -2.460 2.286 -0.389
H -2.773 7.595 -4.805
H -4.463 7.312 -4.400
H -3.773 6.575 -5.840
H -1.573 6.642 -2.960
H -0.129 5.685 -1.380
H 0.090 3.935 -1.421
H -1.024 4.639 -0.271
H -3.551 1.206 -3.733
H -4.975 2.085 -4.327
H -4.767 1.766 -2.600
H -4.653 4.356 -4.844
C -1.984 0.863 3.544
S -0.573 -0.218 3.597
O 0.583 0.661 3.809
O -0.827 -1.148 4.676
O -0.551 -0.847 2.270
H -1.977 1.361 4.512
H -2.885 0.266 3.434
H -1.902 1.576 2.724
C 0.903 -6.376 -1.202
C 1.656 -5.057 -1.320
C 0.750 -3.836 -1.170
S 0.325 -3.348 0.511
O -0.078 -4.586 1.260
C 1.977 -2.860 1.103
C 2.555 -3.809 2.148
C 2.110 -3.423 3.551
H 1.579 -7.226 -1.315
H 0.144 -6.454 -1.985
H 0.403 -6.447 -0.238
H 2.147 -4.998 -2.297
H 2.459 -5.013 -0.578
H -0.208 -3.978 -1.676
H 1.203 -2.937 -1.596
H 1.797 -1.876 1.536
H 2.629 -2.737 0.238
H 3.645 -3.809 2.060
H 2.218 -4.827 1.936
H 2.456 -2.424 3.828
H 2.488 -4.126 4.296
H 1.024 -3.415 3.618
```

Values from the calculation:
spin multiplicity = 1
E_tot = -3086.023070 Ha
frontier orbital gap = 7.32 eV
HOMO = -5.433 eV
largest force on an atom = 2.9 eV/A
energy above the lowest of the compared OMol25 structures with the same formula, charge and spin = 176.3 kJ/mol
charge = -1

***

Record 5
Density functional theory data (ωB97M-V/def2-TZVPD) for a structure of composition C8H10DyN2O5 at a distorted geometry.

XYZ file:
```
26
Properties=species:S:1:pos:R:3
Dy 0.346 0.330 -1.567
O 0.300 3.794 -0.246
C 0.370 2.699 -0.620
C 0.132 -2.064 -1.178
O -0.034 -3.078 -0.669
C 2.791 0.069 -0.775
O 3.868 -0.119 -0.417
C -2.089 0.297 -1.244
O -3.133 0.201 -0.774
C 0.224 0.832 -4.066
H -0.695 1.445 -4.115
H 1.196 1.363 -4.098
C 0.159 -0.547 -4.137
H 1.067 -1.163 -4.227
H -0.805 -1.065 -4.245
C 0.868 0.754 3.612
N -0.180 -0.173 3.137
C -0.724 -0.610 1.944
N -1.732 -1.489 2.323
O -0.369 -0.280 0.766
H 1.546 1.309 2.963
H 1.490 0.174 4.297
H 0.363 1.480 4.252
H -0.683 -0.584 3.920
H -2.407 -1.999 1.858
H -1.867 -1.575 3.306
```

Values from the calculation:
spin multiplicity = 6
E_tot = -1680.448793 Ha
frontier orbital gap (spin up / spin down) = 5.27 / 5.49 eV
HOMO (spin up / spin down) = -19.099 / -19.098 eV
largest force on an atom = 6.5 eV/A
energy above the lowest of the compared OMol25 structures with the same formula, charge and spin = 148.9 kJ/mol
charge = +3

***

Record 6
Density functional theory data (ωB97M-V/def2-TZVPD) for a cluster of 2 separate species, C4H10O2 in total.

XYZ file:
```
16
Properties=species:S:1:pos:R:3
C -2.102 0.375 0.219
C -0.606 0.095 0.240
O -0.459 -1.272 0.589
C -0.011 0.421 -1.136
C 2.595 0.110 -0.395
O 2.383 -0.994 0.309
H -2.552 0.162 1.193
H -2.302 1.419 -0.044
H -2.577 -0.271 -0.527
H -0.140 0.727 1.017
H 0.474 -1.410 0.797
H -0.093 1.493 -1.341
H -0.543 -0.146 -1.903
H 2.191 0.914 0.262
H 1.050 0.168 -1.310
H 2.685 -1.742 -0.229
```

Values from the calculation:
spin multiplicity = 1
E_tot = -308.757889 Ha
frontier orbital gap = 9.61 eV
HOMO = -9.122 eV
largest force on an atom = 0.5 eV/A
energy above the lowest of the compared OMol25 structures with the same formula, charge and spin = 368.3 kJ/mol
charge = 0

***

Record 7
Density functional theory data (ωB97M-V/def2-TZVPD) for a cluster of 2 separate species, C5H7Cl2NO2 in total at a distorted geometry.

XYZ file:
```
17
Properties=species:S:1:pos:R:3
C -1.657 -0.293 -0.726
C -2.322 0.812 -0.520
C 0.614 -1.056 1.368
C 1.325 1.144 0.171
C 0.664 -0.174 0.176
N 0.886 -0.849 -1.092
O 0.675 -2.073 -1.186
O 1.347 -0.176 -1.989
Cl -4.020 1.096 -0.871
Cl -1.776 2.143 0.440
H -1.924 -1.067 -1.376
H 1.531 -1.086 1.980
H 0.357 -2.207 1.175
H -0.121 -0.775 2.235
H 0.813 1.779 -0.704
H 1.263 1.800 1.034
H 2.345 0.983 -0.116
```

Values from the calculation:
spin multiplicity = 1
E_tot = -1320.073500 Ha
frontier orbital gap (spin up / spin down) = 7.93 / 8.22 eV
HOMO (spin up / spin down) = -9.566 / -9.933 eV
largest force on an atom = 4.0 eV/A
energy above the lowest of the compared OMol25 structures with the same formula, charge and spin = 594.3 kJ/mol
charge = 0

***

Record 8
Density functional theory data (ωB97M-V/def2-TZVPD) for a structure of composition C59H86F6N8O16PtS2 at a distorted geometry.

XYZ file:
```
178
Properties=species:S:1:pos:R:3
Pt -5.375 -0.775 -3.066
C -6.255 5.891 5.014
C -6.326 4.616 4.068
N -7.401 3.570 4.341
C -7.338 2.415 3.343
C -7.138 2.910 5.768
C -5.655 2.403 5.956
C -8.878 4.179 4.400
C -9.227 5.165 3.173
O -9.270 4.373 1.927
C -9.784 5.071 0.797
H -5.210 6.200 5.049
H -6.712 5.779 5.997
H -6.812 6.699 4.540
H -5.377 4.100 4.208
H -6.492 4.866 3.020
H -7.740 2.699 2.371
H -7.882 1.520 3.642
H -6.295 2.202 3.111
H -7.873 2.132 5.977
H -7.332 3.665 6.530
H -5.040 3.162 6.441
H -5.153 1.879 5.144
H -5.795 1.589 6.668
H -8.975 4.751 5.322
H -9.488 3.277 4.460
H -8.530 5.997 3.066
H -10.183 5.628 3.415
H -10.007 4.445 -0.067
H -9.155 5.891 0.448
H -10.706 5.600 1.038
C -0.164 -2.721 -0.228
F 0.104 -2.185 -1.439
F -0.426 -3.960 -0.387
F 0.834 -2.382 0.656
S -1.812 -1.898 0.432
O -2.873 -2.957 0.312
O -1.606 -1.577 1.843
N -2.149 -0.517 -0.704
S -1.256 0.638 -0.134
O -1.942 1.730 0.582
O 0.046 0.329 0.438
C -0.813 1.485 -1.827
F -0.207 2.605 -1.560
F -0.137 0.567 -2.544
F -1.952 1.796 -2.423
C -7.793 2.323 -4.938
O -7.077 1.531 -5.535
O -9.021 2.280 -5.137
O -7.429 2.403 -3.761
C 5.956 7.199 3.069
C 4.438 6.927 2.927
N 3.993 5.775 3.656
C 2.455 5.692 3.550
C 1.944 4.902 4.755
C 4.730 4.573 3.220
C 4.805 3.410 4.226
H 6.283 6.964 4.082
H 6.119 8.268 2.929
H 6.575 6.665 2.347
H 3.918 7.765 3.392
H 4.058 6.985 1.907
H 2.003 6.679 3.452
H 2.285 5.170 2.608
H 1.751 3.869 4.467
H 2.657 5.054 5.566
H 0.970 5.327 4.996
H 5.717 4.822 2.830
H 4.380 4.092 2.307
H 5.691 2.813 4.010
H 3.962 2.724 4.137
H 4.824 3.887 5.206
C -3.309 -10.167 4.827
C -2.022 -9.218 4.973
N -1.690 -8.602 6.229
C -1.213 -9.681 7.142
C -2.398 -10.073 7.986
C -0.535 -7.806 6.009
C -0.436 -6.705 7.174
H -3.392 -10.200 3.740
H -4.151 -9.620 5.252
H -3.203 -11.128 5.330
H -1.109 -9.619 4.534
H -2.367 -8.477 4.253
H -0.702 -10.521 6.672
H -0.483 -9.324 7.868
H -2.230 -10.975 8.574
H -2.552 -9.286 8.724
H -3.278 -10.241 7.365
H -0.534 -7.303 5.042
H 0.474 -8.218 5.972
H -1.270 -6.014 7.050
H 0.403 -6.016 7.085
H -0.497 -7.164 8.161
O -2.990 -2.516 -6.342
C -2.650 -2.865 -7.438
N -1.446 -2.758 -7.931
C -3.632 -3.594 -8.290
H -0.728 -2.160 -7.546
H -1.288 -3.355 -8.730
H -3.557 -3.218 -9.310
H -4.616 -3.367 -7.880
H -3.555 -4.675 -8.174
O -5.049 9.489 -3.141
C -5.383 8.523 -2.539
N -5.966 7.595 -3.222
C -5.093 8.326 -1.029
H -6.235 7.807 -4.172
H -5.937 6.667 -2.825
H -4.774 9.264 -0.575
H -4.257 7.628 -1.072
H -6.053 8.022 -0.614
O 1.843 8.578 -5.614
C 0.765 9.054 -5.818
N -0.261 8.670 -5.125
C 0.618 10.078 -6.902
H -0.146 7.872 -4.516
H -1.169 8.995 -5.427
H -0.382 10.443 -7.140
H 0.780 9.489 -7.804
H 1.168 11.005 -6.739
O -3.899 3.280 -11.459
C -3.843 2.848 -10.290
N -4.598 1.792 -9.975
C -3.134 3.641 -9.183
H -5.004 1.783 -9.050
H -5.088 1.434 -10.782
H -2.189 4.044 -9.546
H -2.963 3.093 -8.257
H -3.793 4.504 -9.092
C 6.664 -5.657 -5.062
C 6.854 -6.311 -3.852
C 5.826 -7.085 -3.306
C 4.676 -7.351 -4.023
C 4.567 -6.810 -5.298
C 5.517 -5.899 -5.801
C 3.292 -7.033 -6.085
O 3.105 -6.378 -7.111
C 2.256 -7.864 -5.457
C 1.036 -8.194 -6.145
C -0.040 -8.882 -5.515
C 0.082 -9.299 -4.230
C 1.267 -9.011 -3.577
C 2.356 -8.336 -4.153
C 3.612 -8.160 -3.405
O 3.857 -8.658 -2.284
H 7.445 -5.033 -5.470
H 7.760 -6.202 -3.274
H 5.851 -7.558 -2.335
H 5.363 -5.332 -6.707
H 1.020 -7.961 -7.199
H -0.928 -9.149 -6.069
H -0.688 -9.926 -3.805
H 1.346 -9.375 -2.563
C 13.654 -0.802 3.502
C 13.272 -2.190 3.591
C 12.074 -2.619 3.044
C 11.257 -1.773 2.327
C 11.645 -0.405 2.114
C 12.758 0.112 2.816
C 10.876 0.555 1.263
O 11.377 1.626 1.044
C 9.521 0.117 0.724
C 8.717 0.966 -0.059
C 7.458 0.659 -0.570
C 7.025 -0.612 -0.290
C 7.718 -1.485 0.554
C 9.018 -1.181 0.997
C 9.888 -2.146 1.746
O 9.494 -3.329 1.883
H 14.635 -0.529 3.860
H 13.865 -2.872 4.182
H 11.631 -3.585 3.233
H 13.115 1.127 2.725
H 9.083 1.931 -0.376
H 6.934 1.295 -1.268
H 6.113 -0.917 -0.783
H 7.330 -2.487 0.666
```

Values from the calculation:
spin multiplicity = 3
E_tot = -5455.963097 Ha
frontier orbital gap (spin up / spin down) = 4.32 / 4.25 eV
HOMO (spin up / spin down) = -8.130 / -8.067 eV
largest force on an atom = 6.2 eV/A
charge = 0

***

Record 9
Density functional theory data (ωB97M-V/def2-TZVPD) for the molecule C2H3NOS at a distorted geometry.

XYZ file:
```
8
Properties=species:S:1:pos:R:3
O -0.378 -1.897 0.035
C -0.699 -0.719 0.138
N 0.301 0.325 0.034
C 1.506 -0.344 -0.419
S 2.991 -0.554 0.194
H -1.504 -0.551 0.920
H -0.129 1.164 -0.169
H 1.448 -0.488 -1.640
```

Values from the calculation:
spin multiplicity = 1
E_tot = -606.103348 Ha
frontier orbital gap = 8.55 eV
HOMO = -9.152 eV
largest force on an atom = 5.7 eV/A
energy above the lowest of the compared OMol25 structures with the same formula, charge and spin = 220.6 kJ/mol
charge = 0
SMILES = O=CNC=S

***

Record 10
Density functional theory data (ωB97M-V/def2-TZVPD) for a structure of composition C44H61N5O5Se2SiW at a distorted geometry.

XYZ file:
```
119
Properties=species:S:1:pos:R:3
W -1.442 0.049 -1.275
O -0.045 0.278 -5.125
C 0.890 1.328 -5.007
C 0.419 2.235 -3.871
C 1.190 3.586 -3.919
O 1.039 4.358 -5.115
C 1.144 1.729 -2.600
Se 0.866 -0.030 -1.818
C -1.058 2.588 -3.697
Se -2.446 1.152 -3.424
H 0.313 -0.603 -5.220
H 0.938 1.835 -5.957
H 1.885 0.974 -4.808
H 2.302 3.369 -3.861
H 0.952 4.216 -3.062
H 1.662 5.065 -5.228
H 1.289 2.461 -1.700
H 2.160 1.552 -2.930
H -1.365 3.134 -4.594
H -1.065 3.330 -2.885
N -2.016 1.938 -0.607
C -3.478 2.471 -0.510
C -3.969 2.373 0.944
C -4.605 3.612 1.601
C -6.104 3.963 1.372
N -6.982 3.195 2.245
H -1.637 2.017 0.341
H -1.511 2.644 -1.172
H -4.064 1.910 -1.245
H -3.470 3.529 -0.832
H -3.012 2.239 1.517
H -4.530 1.441 1.143
H -4.045 4.529 1.327
H -4.488 3.455 2.672
H -6.389 3.819 0.287
H -6.235 5.031 1.604
H -6.933 2.162 2.184
H -7.917 3.569 2.355
O 0.297 -2.709 -2.669
C -0.909 -2.806 -2.776
N -1.639 -3.880 -3.361
C -3.000 -3.527 -3.620
C -2.987 -2.068 -3.107
O -3.921 -1.296 -3.361
N -1.867 -1.784 -2.389
C -3.348 -3.660 -5.124
C -3.289 -4.925 -5.590
C -3.592 -5.309 -6.913
C -3.962 -4.338 -7.813
C -3.938 -3.001 -7.364
C -3.617 -2.689 -6.070
C -4.112 -4.324 -2.819
C -3.862 -4.620 -1.468
C -4.660 -5.482 -0.734
C -5.757 -6.166 -1.321
C -6.111 -5.646 -2.552
C -5.307 -4.778 -3.304
H -1.025 -4.595 -3.733
H -3.070 -5.768 -4.962
H -3.471 -6.330 -7.128
H -4.076 -4.583 -8.865
H -4.191 -2.219 -8.032
H -3.533 -1.627 -5.772
H -2.909 -4.371 -1.020
H -4.330 -5.712 0.313
H -6.232 -7.063 -0.895
H -7.026 -6.060 -3.018
H -5.696 -4.530 -4.275
C 5.932 -0.753 1.838
C 5.642 -0.692 3.335
C 6.966 -0.859 4.122
C 4.533 -1.704 3.742
Si 4.737 1.130 3.544
O 3.447 1.122 2.723
C 5.836 2.652 3.129
C 6.098 2.838 1.792
C 6.983 3.789 1.363
C 7.368 4.770 2.293
C 7.021 4.704 3.648
C 6.171 3.696 4.010
C 4.460 1.396 5.427
C 3.517 2.441 5.665
C 3.341 2.990 6.942
C 4.018 2.400 8.032
C 4.907 1.349 7.763
C 5.211 0.884 6.460
H 6.179 -1.784 1.495
H 6.786 -0.117 1.607
H 5.069 -0.394 1.282
H 7.656 -1.443 3.483
H 6.863 -1.432 5.083
H 7.608 0.024 4.336
H 5.001 -2.655 4.117
H 3.975 -1.880 2.847
H 3.869 -1.327 4.530
H 5.571 2.207 1.060
H 7.425 3.856 0.359
H 7.982 5.596 1.991
H 7.196 5.522 4.360
H 5.868 3.583 5.010
H 2.938 2.859 4.852
H 2.627 3.806 7.091
H 3.898 2.767 9.077
H 5.175 0.820 8.660
H 6.008 0.167 6.403
C -1.152 -2.983 1.308
C -1.516 -1.478 1.516
C -0.429 -0.740 2.413
C -2.864 -1.304 2.283
N -1.575 -0.845 0.261
H -1.081 -3.434 2.318
H -0.223 -3.141 0.741
H -2.014 -3.484 0.779
H -0.511 -1.334 3.339
H -0.708 0.303 2.575
H 0.573 -0.788 2.053
H -2.864 -1.894 3.235
H -3.699 -1.608 1.718
H -2.922 -0.234 2.602
```

Values from the calculation:
spin multiplicity = 1
E_tot = -7522.514136 Ha
frontier orbital gap (spin up / spin down) = 3.16 / 3.16 eV
HOMO (spin up / spin down) = -6.166 / -6.166 eV
largest force on an atom = 3.6 eV/A
charge = 0